Record 1
A molecular structure, C18H28N5O6SSiTc. Source: OMol25; level of theory: wB97M-V/def2-TZVPD.

Structure (XYZ):
```
60
Properties=species:S:1:pos:R:3:forces:R:3:mulliken_charge:R:1
Tc 0.418909 0.377039 -0.039330 -0.4 0.3 -0.1 1.0215
O -1.309266 -1.488720 0.539782 0.0 -0.1 0.1 -0.4275
C -2.653029 -1.028218 0.388251 0.1 0.0 0.0 -0.6637
C -2.710201 0.229619 1.218569 0.0 -0.1 0.0 -0.9853
N -1.704438 1.207434 0.755280 0.1 -0.2 0.0 0.6713
C -2.182228 1.997181 -0.388128 -0.1 -0.1 -0.1 -0.8601
C -1.000068 2.707051 -1.028925 0.0 -0.1 0.1 0.5406
O -1.133046 3.593126 -1.816874 -0.1 0.3 -0.2 -0.6214
O 0.172307 2.257565 -0.601238 0.2 -0.1 0.1 -0.6565
C -1.336247 2.111259 1.863843 0.0 0.1 0.1 -0.4285
C -0.174805 1.532103 2.640852 0.0 -0.1 -0.1 0.1768
O -0.067998 1.586330 3.833022 0.0 0.0 0.2 -0.6335
O 0.722477 0.921360 1.869558 0.2 0.1 0.0 -0.8609
H -1.126094 -2.202240 -0.080876 0.0 0.0 -0.1 0.3166
H -3.359652 -1.769360 0.765734 0.0 0.0 0.0 0.4557
H -2.875059 -0.834991 -0.665698 0.0 0.0 0.0 0.3410
H -2.474360 -0.032112 2.251994 0.0 0.0 0.0 0.5425
H -3.710065 0.673747 1.201371 0.0 0.0 0.0 0.3160
H -2.929891 2.734840 -0.086478 0.0 0.0 0.0 0.3697
H -2.629124 1.340627 -1.136235 0.0 0.0 0.0 0.4030
H -2.180573 2.292439 2.531464 0.0 0.0 0.0 0.4976
H -1.004321 3.069151 1.458815 0.0 0.0 0.0 0.3908
C 2.030721 -1.207545 -6.251289 0.0 0.0 0.0 -1.1031
Si 1.151107 0.267003 -5.531645 0.0 0.0 0.0 0.1685
C 1.508752 1.821635 -6.493027 0.0 0.0 0.0 -1.0905
C -0.685529 -0.017426 -5.451291 0.0 0.0 0.0 -1.0475
C 1.910708 0.543182 -3.803191 -0.1 0.1 -0.1 0.3831
C 3.221364 1.014016 -3.725091 0.0 0.0 0.0 -0.0722
C 3.866948 1.256277 -2.516366 0.0 0.0 0.0 -1.2734
C 3.179555 1.021667 -1.350158 -0.1 -0.1 0.0 -0.7041
N 1.934210 0.547288 -1.413042 0.0 0.1 0.1 0.0673
C 1.299461 0.328494 -2.578241 0.1 -0.2 0.2 1.2437
S -0.313839 -0.271352 -2.195802 0.0 0.0 0.0 -0.5504
H 1.687193 -1.398385 -7.267957 0.0 0.0 -0.1 0.3599
H 1.843505 -2.103587 -5.658903 0.0 0.0 0.0 0.3497
H 3.109122 -1.050906 -6.290457 0.1 0.0 0.0 0.3525
H 1.116157 1.731165 -7.505867 0.0 0.0 -0.1 0.3626
H 2.574427 2.030188 -6.576720 0.1 0.0 0.0 0.3545
H 1.031435 2.683582 -6.025711 0.0 0.0 0.0 0.3338
H -1.061465 -0.066435 -6.473845 0.0 0.0 -0.1 0.3850
H -1.201263 0.800060 -4.947855 0.0 0.0 0.0 0.3564
H -0.948764 -0.953253 -4.957457 0.0 0.0 0.0 0.3102
H 3.765929 1.205440 -4.640995 0.0 0.0 -0.1 0.3578
H 4.881164 1.624136 -2.483133 0.0 0.0 0.0 0.4247
H 3.595176 1.196788 -0.368660 0.0 0.0 0.0 0.6073
C 2.591757 -4.024484 2.932241 0.0 0.0 0.0 -1.1125
N 2.176524 -3.262256 1.772294 0.0 0.0 0.0 0.0542
C 2.485407 -3.617288 0.407327 0.0 0.0 0.0 -0.4221
C 1.952445 -2.414483 -0.350800 -0.1 0.0 0.0 -0.2151
O 1.965290 -2.301548 -1.545333 0.0 0.0 -0.1 -0.5085
N 1.435845 -1.495266 0.573937 0.1 0.0 -0.1 0.4662
C 1.645292 -2.035481 1.806140 0.0 0.0 0.1 0.2888
N 1.364233 -1.428118 2.945116 0.0 -0.1 0.0 -0.2270
H 2.811164 -5.040343 2.613429 0.0 0.0 0.0 0.3713
H 1.787739 -4.078128 3.666291 0.0 0.0 0.0 0.3882
H 3.486364 -3.602433 3.395417 0.0 0.0 0.0 0.3535
H 1.983287 -4.530179 0.082171 0.0 0.0 0.0 0.3408
H 3.558978 -3.722517 0.236338 0.0 0.0 0.0 0.3398
H 1.124082 -0.440873 2.915097 0.0 0.0 0.0 0.2232
H 1.610163 -1.853988 3.821797 0.0 0.0 0.0 0.1778
```
Positions in Å, forces in eV/Å.

Values from the calculation:
multiplicity: 4
expectation value of S²: 3.7761
LUMO level (alpha / beta): -3.21 / -4.30 eV
net charge: +1
HOMO (alpha / beta): -11.35 / -11.63 eV


Record 2
A gas-phase ion, C18H28NO2 (charge +1). Source: OMol25; level of theory: wB97M-V/def2-TZVPD.

Structure (XYZ):
```
49
Properties=species:S:1:pos:R:3:forces:R:3:mulliken_charge:R:1
C -3.787870 4.513835 -3.139055 0.0 0.0 0.0 -1.3366
C -3.298579 3.788195 -1.939421 0.3 -0.1 0.0 -0.1234
C -2.102579 3.205465 -1.855637 -0.4 0.3 -0.3 -0.4006
C -1.559474 2.491727 -0.712582 0.3 -0.3 0.5 1.1871
C -2.281278 2.239512 0.455735 0.1 0.0 -0.2 -1.0035
C -1.726509 1.564249 1.526154 0.1 -0.1 0.2 -1.2603
C -0.417117 1.113971 1.458586 0.4 -0.1 -0.3 1.1365
C 0.313221 1.347553 0.286857 0.1 -0.2 0.4 0.1955
C -0.241251 2.028609 -0.774386 -0.1 0.0 0.1 -0.6511
H 0.355890 2.195367 -1.658284 0.1 0.0 -0.1 0.4406
O 1.612659 0.827014 0.219261 -0.7 0.2 -0.2 -0.3021
C 2.598286 1.699957 0.763866 0.3 0.2 0.2 -0.9116
H 2.613114 2.646636 0.221226 0.0 -0.1 0.0 0.3294
H 3.555927 1.195896 0.646239 0.0 0.1 0.0 0.2850
H 2.402298 1.889416 1.821371 0.0 0.0 0.0 0.3054
O 0.291347 0.474240 2.455234 0.1 0.4 -0.2 -0.5038
C -0.378816 -0.382976 3.350230 -0.3 -0.5 0.1 -0.6230
C -0.605253 -1.760014 2.715502 0.3 0.5 0.1 -0.5851
C 0.691156 -2.354205 2.164401 -0.4 -0.2 0.5 -0.6053
N 1.043464 -1.812664 0.830744 0.0 0.5 -0.2 0.3439
H 0.209889 -1.817048 0.232753 0.0 0.1 0.1 0.4249
C 2.094004 -2.591753 0.104074 0.5 -0.4 -0.3 -0.3143
H 2.912538 -2.774322 0.802306 -0.1 0.1 0.1 0.5306
C 2.530534 -1.831238 -1.144275 0.0 0.2 0.0 -0.5775
H 2.701306 -0.774305 -0.960155 0.1 0.0 0.0 0.1053
H 3.459551 -2.268629 -1.506956 0.0 -0.1 0.1 0.4842
C 1.400104 -2.068223 -2.153462 0.0 0.0 -0.1 -0.5866
H 1.787589 -2.110041 -3.167949 0.0 0.1 0.0 0.4966
C 0.746296 -3.401942 -1.741863 0.0 0.0 -0.1 -0.8467
H -0.317618 -3.270899 -1.537866 0.0 0.0 0.0 0.3583
H 0.824027 -4.145007 -2.531375 -0.1 0.0 0.0 0.3774
C 1.497761 -3.867768 -0.485043 -0.1 0.0 0.1 -0.7424
H 2.315916 -4.531515 -0.760593 0.1 0.0 0.1 0.4619
H 0.854572 -4.413839 0.202584 0.0 -0.1 0.1 0.3478
H 0.679914 -1.249819 -2.119066 0.0 0.1 -0.1 0.1065
H 1.341664 -0.800026 0.888931 -0.2 -0.5 0.0 0.0575
H 1.516978 -2.144742 2.847223 0.1 0.0 -0.2 0.3957
H 0.583906 -3.436513 2.074625 0.1 0.1 -0.1 0.4210
H -1.005741 -2.426034 3.478907 0.0 -0.1 0.0 0.4282
H -1.349172 -1.681608 1.918429 -0.1 -0.1 0.0 0.2269
H 0.289974 -0.472157 4.210058 -0.1 0.0 0.0 0.4340
H -1.326614 0.037317 3.694037 0.1 0.0 0.0 0.3073
H -2.318590 1.406457 2.413948 0.0 0.0 0.1 0.3361
H -3.300140 2.580122 0.538972 -0.1 0.0 0.0 0.3363
H -1.438428 3.265199 -2.708851 0.0 0.0 -0.1 0.2482
H -3.987857 3.763797 -1.106778 0.0 -0.1 0.2 0.2847
H -4.714462 4.064429 -3.495629 -0.1 0.0 -0.1 0.3190
H -3.054818 4.499451 -3.941206 0.0 0.0 -0.1 0.3407
H -4.011718 5.548874 -2.881818 0.0 0.1 -0.1 0.3214
```
Positions in Å, forces in eV/Å.

Values from the calculation:
structure (SMILES): C/C=C/c1ccc(OCCC[NH2+]C2CCCC2)c(OC)c1
LUMO level: -2.13 eV
net charge: +1
HOMO: -10.73 eV


Record 3
6 unconnected molecules or ions with the total composition C18H28O18 at a distorted geometry. Source: OMol25; level of theory: wB97M-V/def2-TZVPD.

Structure (XYZ):
```
64
Properties=species:S:1:pos:R:3:forces:R:3:mulliken_charge:R:1
C 0.263540 7.292951 4.008262 -1.5 2.6 -0.5 -0.2756
C -0.810200 6.417041 3.399132 -0.5 0.1 -0.2 -0.2621
O -0.323680 5.107211 3.694602 -0.1 0.6 -0.4 -0.2672
C 0.735780 5.246381 4.505422 2.0 -6.3 1.3 0.6421
O 1.344090 4.252011 4.941702 -1.7 2.8 -1.1 -0.6050
O 1.063220 6.464471 4.786732 0.4 1.3 0.2 -0.2939
H -0.256810 8.033121 4.616132 0.4 0.1 0.4 0.2552
H 0.812360 7.879301 3.271302 0.4 -0.4 0.0 0.2737
H -0.980220 6.624271 2.342602 0.5 -0.5 -0.2 0.2795
H -1.797140 6.560341 3.839022 0.1 -0.2 0.4 0.2539
C -5.522510 0.319301 6.740612 1.3 -0.5 -0.9 -0.3117
C -4.341330 -0.392339 6.037942 0.4 0.6 1.4 -0.3665
O -3.964920 0.549551 5.024532 0.8 -1.0 0.3 -0.2545
C -5.020570 1.265151 4.729122 -2.6 1.5 -1.7 0.6429
O -5.170830 1.959971 3.749722 0.6 -0.8 1.6 -0.5372
O -6.045410 1.072601 5.645102 0.3 -0.1 -0.4 -0.3371
H -5.203750 1.057251 7.476762 0.0 -0.4 0.3 0.2779
H -6.147900 -0.478369 7.141492 -0.6 0.6 -0.1 0.3080
H -4.613880 -1.368589 5.637002 -0.1 0.2 -0.4 0.2861
H -3.500680 -0.518419 6.720222 0.1 0.0 -0.2 0.2920
C -0.569680 0.103361 1.828622 -0.8 3.8 0.7 -0.2439
C -1.633470 0.369981 0.770052 0.2 -0.4 1.8 -0.1781
O -1.547260 -0.831699 0.068102 1.5 -2.7 -1.9 -0.3631
C -0.242580 -1.476379 0.295852 0.2 -1.2 -3.2 0.7002
O 0.353950 -2.374899 -0.340908 -3.4 3.4 2.3 -0.5741
O 0.305660 -0.794149 1.263792 1.4 -0.9 1.1 -0.3089
H -1.000950 -0.074289 2.813792 0.3 -1.2 -0.1 0.1923
H -0.083430 1.072731 1.938112 0.7 -0.2 0.3 0.2679
H -1.444460 1.304741 0.242232 0.1 -0.4 -0.8 0.2313
H -2.592750 0.468181 1.278222 -0.2 -0.2 -0.4 0.2744
C 6.369620 1.981661 2.212422 -0.5 -0.9 0.9 -0.2991
C 5.116880 2.390061 2.984292 0.6 1.3 -1.3 -0.2731
O 4.264680 2.860571 1.870492 0.1 -1.1 1.5 -0.2587
C 4.915560 2.695881 0.699262 -2.4 2.8 -2.8 0.6307
O 4.462500 3.075921 -0.372108 0.3 -1.1 2.0 -0.5894
O 6.142080 2.289221 0.813182 2.0 -1.1 2.1 -0.3071
H 6.370160 0.906561 2.392022 1.1 -0.1 -0.8 0.2696
H 7.189000 2.508521 2.701442 0.5 -0.3 -1.0 0.2947
H 5.408240 3.214801 3.634682 -0.8 0.3 -0.1 0.2479
H 4.797130 1.560351 3.614722 -1.0 0.2 -0.5 0.2833
C -3.936280 -0.424529 -4.421558 -1.3 1.9 0.1 -0.6864
O -2.590440 -0.731049 -4.536488 2.5 0.1 -0.3 -0.2993
C -1.589870 0.175301 -4.217378 -0.4 0.3 0.8 0.8715
O -1.673950 1.244811 -3.648878 -0.7 -1.1 -0.7 -0.5873
O -0.442200 -0.369359 -4.585468 -2.6 -2.1 -1.9 -0.3254
C 0.786150 0.137101 -4.306948 1.8 0.6 1.8 -0.6430
H -4.575110 -0.811719 -5.215338 0.7 -0.9 -0.1 0.2713
H -4.067540 0.643611 -4.594608 0.0 0.3 0.6 0.3162
H -4.350540 -0.717559 -3.456868 0.1 0.0 0.0 0.2640
H 1.518930 -0.027699 -5.096878 -0.6 0.4 -0.5 0.2308
H 1.182380 -0.491519 -3.509488 0.2 0.2 0.4 0.2360
H 0.696640 1.161561 -3.945618 0.4 0.1 -0.3 0.3539
C 2.082320 -7.740799 -8.810328 -0.5 -0.8 0.3 -0.6208
O 1.285960 -7.679889 -7.611538 0.8 0.9 0.7 -0.2870
C 1.958860 -7.564109 -6.428178 0.4 -1.4 0.5 0.7470
O 3.081140 -7.978179 -6.176138 -1.6 1.1 -0.6 -0.5561
O 1.070130 -7.060479 -5.556768 -0.3 0.0 -0.2 -0.2856
C 1.350690 -6.816719 -4.177758 1.5 0.2 0.3 -0.6441
H 2.641830 -8.676099 -8.794158 0.4 0.3 -0.1 0.2945
H 2.711390 -6.859339 -8.934378 0.0 -0.1 0.1 0.2889
H 1.347370 -7.821679 -9.611208 0.1 0.2 0.0 0.2221
H 2.412210 -6.635379 -4.009258 0.2 0.1 -0.4 0.3130
H 1.163050 -7.646119 -3.495868 -0.7 -0.2 -0.5 0.2774
H 0.836840 -5.904499 -3.874598 -0.3 -0.3 -0.2 0.2510
```
Positions in Å, forces in eV/Å.

Values from the calculation:
structure (SMILES): COC(=O)OC.COC(=O)OC.O=C1OCCO1.O=C1OCCO1.O=C1OCCO1.O=C1OCCO1
LUMO level: 0.38 eV
HOMO: -10.58 eV


Record 4
A molecular structure, C18H29AsN15OSV. Source: OMol25; level of theory: wB97M-V/def2-TZVPD.

Structure (XYZ):
```
66
Properties=species:S:1:pos:R:3:forces:R:3:mulliken_charge:R:1
V -0.509330 0.046607 0.400176 0.0 -0.1 0.2 0.5943
C -2.790784 -1.479672 -3.005142 0.0 -0.1 0.1 -1.8412
C -2.351489 -1.023749 -1.656851 0.1 0.0 0.0 0.8603
N -1.173267 -1.221787 -1.174117 -0.1 0.3 0.2 0.6248
N -0.250642 -1.762226 -2.045141 0.0 -0.1 -0.1 -0.3043
C 0.690291 -2.649150 -1.601945 0.0 -0.1 0.0 0.2249
N 1.714752 -2.807079 -2.456393 -0.1 0.0 0.0 -0.2776
S 0.509253 -3.512538 -0.195792 0.0 0.0 -0.1 -0.3441
C -3.246947 -0.233568 -0.790912 0.0 0.0 0.0 0.7778
C -4.605541 -0.105322 -1.015264 0.0 0.0 -0.1 -0.9362
C -5.359952 0.675183 -0.153606 0.0 0.0 0.0 -0.7633
C -4.730730 1.305455 0.903604 0.0 0.0 0.0 -0.9690
C -3.368398 1.122699 1.073838 0.0 0.0 0.0 -0.2302
N -2.645082 0.373198 0.246778 0.0 0.1 0.1 0.6344
H -2.014282 -1.297464 -3.741784 0.0 0.0 0.0 0.2789
H -3.682793 -0.954100 -3.328106 0.0 0.0 0.0 0.5354
H -2.989036 -2.554487 -2.982994 0.0 0.0 0.0 0.3404
H -0.034995 -1.146871 -2.821734 0.0 0.2 0.0 0.2589
H 1.912749 -2.123965 -3.172444 0.0 0.0 0.0 0.1703
H 2.389019 -3.520616 -2.248436 0.0 0.0 0.0 0.2573
H -5.074328 -0.606204 -1.848628 0.0 0.0 0.0 0.4574
H -6.423343 0.789787 -0.312242 0.0 0.0 0.0 0.4423
H -5.276567 1.931437 1.594533 0.0 0.0 0.0 0.4819
H -2.835983 1.588142 1.891831 0.0 0.0 0.0 0.3976
N -1.156810 3.532182 0.088734 0.0 0.0 0.0 -0.0071
C -0.564639 3.074113 1.230643 0.0 0.0 0.0 0.1160
N -0.115799 3.827287 2.220159 0.0 0.1 0.0 -0.6171
N 0.399768 2.959595 3.099957 0.0 -0.1 -0.1 -0.7541
N 0.269647 1.754084 2.676413 -0.1 0.1 0.2 -0.2365
N -0.370026 1.778760 1.483053 0.0 -0.2 -0.2 0.6871
C -1.152100 2.780052 -1.065770 0.0 -0.1 0.0 0.2301
N -1.539069 3.248454 -2.234797 0.0 0.1 0.0 -0.5871
N -1.429758 2.207310 -3.068186 0.1 -0.2 0.1 -0.9422
N -1.001720 1.167826 -2.443043 0.0 0.1 -0.1 -0.2242
N -0.796745 1.492797 -1.138879 0.1 -0.1 0.1 1.1779
H -1.238071 4.531052 -0.021492 0.0 0.0 0.0 0.3009
C 3.998837 -0.000409 -0.424273 0.0 0.0 0.0 -0.5125
C 3.349462 0.198496 -1.746266 -0.1 -0.1 0.0 0.1255
N 2.058374 0.308111 -1.955537 0.1 0.1 -0.1 0.2690
C 1.915739 0.466309 -3.324245 0.0 0.0 0.1 -0.5643
C 3.132834 0.435060 -3.931625 0.0 0.0 0.0 -0.8034
N 4.039312 0.263557 -2.914706 0.0 0.0 0.0 -0.0627
H 3.231463 0.140016 0.328562 0.0 0.0 0.0 -0.5183
H 4.800553 0.721654 -0.260497 0.0 0.0 0.0 0.4674
H 4.416034 -1.004956 -0.326894 0.0 0.0 0.0 0.3354
H 0.956156 0.657925 -3.775317 0.0 0.0 0.0 0.3932
H 3.428774 0.548251 -4.959505 0.0 0.0 0.0 0.4476
H 5.039213 0.224648 -3.013288 0.0 0.0 0.0 0.1787
C 0.434304 -0.583014 4.373764 0.0 0.0 0.0 -0.9507
As 1.638712 -0.564580 2.882039 0.2 -0.2 0.1 0.5535
C 2.399873 -2.318147 2.761434 0.0 0.0 0.0 -1.0427
C 3.089238 0.644869 3.176157 0.0 0.0 0.0 -1.1888
O 1.004846 -0.417274 1.282778 -0.3 0.3 -0.3 -0.2974
H 0.511233 -1.550546 4.866456 0.0 0.0 0.0 0.4054
H -0.575791 -0.401578 4.034053 0.0 0.0 0.0 0.2638
H 0.734233 0.224179 5.038255 0.0 0.0 0.0 0.4276
H 2.941135 -2.566484 3.673200 0.0 0.0 0.0 0.4799
H 3.068520 -2.351584 1.903673 0.0 0.0 0.0 0.2766
H 1.594465 -3.032059 2.597747 0.0 0.0 0.0 0.3202
H 3.515563 0.385161 4.145997 0.0 0.0 0.0 0.4564
H 2.727471 1.667857 3.188764 0.0 0.0 0.0 0.4065
H 3.842275 0.497512 2.407208 0.0 0.0 0.0 0.3456
C -1.486359 -1.268634 1.734288 0.0 0.0 -0.1 -1.0236
H -2.202985 -1.868912 1.180046 0.0 0.0 0.0 0.4686
H -2.004864 -0.695935 2.503048 0.0 0.0 0.0 0.2665
H -0.755847 -1.946740 2.168638 0.0 0.0 0.0 0.2624
```
Positions in Å, forces in eV/Å.

Values from the calculation:
multiplicity: 2
expectation value of S²: 0.7742
LUMO level (alpha / beta): -4.06 / -3.78 eV
net charge: +1
HOMO (alpha / beta): -11.03 / -11.05 eV


ΔE to the lowest compared entry with this formula, charge and spin, record by record: 14.6 45.1 77.7 11.9 kcal per mole